(1)
{"formula": "CH4ClP", "method": "wB97M-V/def2-TZVPD", "de_lowest_kcal_mol": 47.9, "e_tot_ha": -841.82817, "multiplicity": 3, "orbital_gap_ev": [5.92, 7.51], "s2": 2.005, "lumo_ev": [1.00, -2.91], "species": ["Cl", "P", "C", "H", "H", "H", "H"], "xyz": [[1.803, -1.122, -0.751], [-0.435, -0.022, 1.174], [0.226, -0.320, -0.691], [-1.618, 0.520, 0.652], [0.089, 1.143, 1.782], [0.394, 0.756, -1.044], [-0.458, -0.955, -1.123]], "forces_ev_per_a": [[-0.0696, 0.0788, 0.0086], [0.9333, 1.0966, 0.8790], [2.6503, 1.3360, -0.1483], [-0.4902, 0.1682, -0.3066], [-0.4527, -0.3102, 0.6909], [-0.8223, -1.4881, 0.4002], [-1.7487, -0.8813, -1.5239]], "lowdin_charge": [0.43, 0.71, -0.87, -0.14, -0.14, 0.05, -0.04]}

***

(2)
{"formula": "C20H55N5O5", "method": "wB97M-V/def2-TZVPD", "de_lowest_kcal_mol": 87.8, "e_tot_ha": -1444.75529, "orbital_gap_ev": 9.65, "smiles": "COC[C@H](C)N.COC[C@H](C)N.COC[C@H](C)N.COC[C@H](C)N.COC[C@H](C)N", "lumo_ev": 0.64, "species": ["O", "O", "O", "O", "O", "N", "N", "N", "N", "N", "C", "C", "C", "C", "C", "C", "C", "C", "C", "C", "C", "C", "C", "C", "C", "C", "C", "C", "C", "C", "H", "H", "H", "H", "H", "H", "H", "H", "H", "H", "H", "H", "H", "H", "H", "H", "H", "H", "H", "H", "H", "H", "H", "H", "H", "H", "H", "H", "H", "H", "H", "H", "H", "H", "H", "H", "H", "H", "H", "H", "H", "H", "H", "H", "H", "H", "H", "H", "H", "H", "H", "H", "H", "H", "H"], "xyz": [[4.291, -5.373, -4.098], [1.441, 5.358, 7.171], [-11.631, 3.490, -4.860], [-4.560, -1.598, -0.401], [7.133, 0.300, 3.902], [3.230, 4.053, 4.951], [5.075, -8.565, -2.518], [-9.320, 3.540, -6.011], [10.670, 0.886, 4.967], [-0.902, -2.464, 0.023], [5.005, -7.605, -3.621], [1.740, 4.427, 4.897], [-12.906, 3.277, -4.319], [0.925, 5.175, 8.563], [8.472, 0.082, 4.034], [-2.789, -3.456, 1.152], [9.179, 2.585, 4.118], [-3.111, -1.405, -0.371], [-11.596, 3.620, -6.254], [0.972, 4.349, 6.300], [4.092, -6.429, -3.194], [-10.237, 4.520, -8.176], [3.364, -4.352, -4.220], [-2.376, -2.742, -0.086], [-10.375, 4.266, -6.681], [1.106, 3.785, 3.733], [6.322, -0.803, 3.478], [9.263, 1.199, 4.717], [-5.245, -0.530, -1.102], [4.584, -8.246, -4.970], [3.546, -8.575, -4.929], [3.274, -4.045, -5.262], [5.754, -9.276, -2.751], [-13.204, 4.009, -3.569], [1.229, 3.450, 6.861], [3.321, 3.048, 5.006], [-2.925, -0.741, 0.474], [-4.767, 0.446, -1.015], [-9.240, 4.806, -8.511], [-10.504, 3.613, -8.718], [5.158, -9.164, -5.099], [-10.900, 5.227, -8.675], [5.997, -7.167, -3.732], [3.651, -3.530, -3.564], [1.480, 5.816, 9.249], [5.261, -0.627, 3.306], [1.056, 2.710, 3.905], [8.917, -0.203, 3.081], [-9.379, 2.610, -6.398], [4.396, -6.056, -2.216], [9.599, 3.448, 4.634], [-2.715, -0.970, -1.289], [8.867, 1.301, 5.727], [9.650, 2.494, 3.139], [-0.117, 4.332, 6.308], [2.348, -4.583, -3.900], [8.177, 2.936, 3.873], [3.641, 4.405, 5.803], [6.464, -1.141, 2.451], [-2.241, -4.380, 1.340], [-3.825, -3.786, 1.228], [6.371, -1.645, 4.169], [-6.242, -0.528, -0.660], [-2.445, -3.477, -0.887], [11.369, 1.444, 4.496], [4.648, -7.611, -5.853], [0.773, 4.183, 8.989], [5.490, -8.000, -1.791], [-13.775, 3.210, -4.973], [1.819, 5.476, 4.611], [10.981, -0.064, 4.824], [-0.550, -3.365, 0.315], [0.092, 4.160, 3.591], [-12.824, 2.360, -3.736], [-2.588, -2.730, 1.940], [-11.699, 2.629, -6.698], [3.104, -6.888, -3.242], [8.486, -0.741, 4.748], [-0.602, -1.859, 0.774], [-12.400, 4.314, -6.500], [-10.409, 5.272, -6.264], [-0.077, 5.597, 8.649], [1.663, 3.875, 2.801], [-5.316, -0.893, -2.127], [-9.654, 3.529, -5.058]], "forces_ev_per_a": [[0.4750, -0.9260, -0.9755], [-0.3752, 0.1253, 2.1653], [-0.0112, 0.4667, 0.4215], [1.3769, 0.7133, -0.2349], [-3.3145, 1.1559, -0.8987], [-1.8230, 0.0511, 0.0990], [-0.5028, 0.3433, -0.2217], [1.1854, 0.4999, -0.8809], [0.7622, -0.5950, -0.2072], [-0.4362, -0.5534, -0.7597], [0.2650, 0.8492, -0.8825], [1.9210, 1.4009, 1.5326], [-0.3782, -0.7271, 1.4319], [-0.4278, 1.4373, -1.1650], [1.1312, -1.1838, 0.5268], [-0.9498, 0.0978, 1.2614], [-0.5153, 0.2322, -1.7278], [-0.9730, -1.2787, 0.5209], [-2.7694, 0.2667, -0.3451], [1.0640, -0.7565, -0.0653], [0.6175, -0.7411, -0.6691], [-0.0447, -1.2404, -0.9634], [-0.7650, 0.5817, 0.5943], [0.9304, 0.4777, -0.3658], [1.2674, 2.1712, -0.0372], [-0.7757, -1.4914, -0.3683], [0.1584, -0.1708, -0.3613], [-0.1030, 1.1695, 1.5388], [0.0807, -1.7096, 0.4349], [-0.3107, -0.1928, 0.9973], [-0.1881, -0.0039, 0.2228], [0.3501, 0.1392, 0.0417], [0.0744, -0.1804, 0.0104], [0.4328, 0.5898, -0.0953], [0.1699, -0.8760, -0.6646], [-0.0373, -0.3170, -0.0238], [0.3400, 0.2726, 0.0405], [0.0723, -0.0665, 0.0263], [0.1497, -0.1180, 0.4768], [0.3187, -0.4518, -0.1323], [0.2106, 0.0851, -0.2768], [-0.3121, 0.4293, 0.8525], [0.2171, 0.1933, -0.4660], [0.1341, 0.4502, -0.2281], [0.5830, -0.3183, -0.3291], [-0.1227, 1.2848, 1.1086], [-0.3122, -0.2870, -0.0279], [0.3268, -0.0988, -0.2143], [0.3425, -0.5162, 0.3349], [-0.3815, -0.3555, 0.4862], [0.4920, -0.5841, 0.4784], [-0.1528, 0.0195, -0.1122], [-0.6040, -0.2214, 0.0855], [0.3211, 0.3727, -0.2321], [-0.2983, 0.3662, -0.8134], [-0.1455, -0.6194, 0.0726], [-0.3530, -0.5077, 0.2277], [-0.0266, 0.2569, 0.1635], [1.4002, -0.1971, -0.1510], [0.4834, 0.1773, -0.1470], [-0.2510, 0.4376, -0.2868], [0.3420, -0.0943, 0.0604], [-0.0004, 0.3213, -0.1341], [-0.2378, 0.4985, -0.5866], [-0.4672, 0.3911, -0.2687], [0.4086, 0.1568, 0.2936], [0.8643, -0.4959, -0.6389], [0.0797, -0.3976, 0.6226], [0.4451, -0.1165, -0.6681], [-0.3032, 0.3645, 0.5439], [-0.5168, -0.2712, 0.0916], [0.5581, -0.1548, -0.2115], [-0.0191, -0.0569, -0.0784], [-0.3406, -0.3333, -0.1320], [-0.1387, -0.3299, 0.6067], [-0.2916, -0.1436, -0.4003], [-0.5421, 0.6207, 0.3813], [1.0536, -0.6819, -0.0538], [-0.6246, 0.4405, 0.2449], [-0.6652, -0.4192, -0.5881], [0.2003, 0.1586, 0.4732], [-0.3334, 0.1521, -0.5306], [0.1381, 0.4438, 0.1971], [-0.0736, 0.6356, -0.3005], [0.4716, -0.5171, 0.2530]], "lowdin_charge": [-0.19, -0.20, -0.19, -0.21, -0.17, 0.04, 0.03, 0.06, 0.03, 0.02, -0.44, -0.39, -0.11, -0.07, -0.25, -0.09, -0.07, -0.17, -0.26, -0.20, -0.20, -0.05, -0.12, -0.43, -0.48, -0.10, -0.09, -0.43, -0.09, -0.05, 0.07, 0.09, 0.07, 0.08, 0.11, 0.05, 0.12, 0.08, 0.08, 0.07, 0.07, 0.08, 0.13, 0.08, 0.08, 0.08, 0.08, 0.13, 0.07, 0.12, 0.08, 0.12, 0.13, 0.08, 0.12, 0.08, 0.08, 0.05, 0.08, 0.08, 0.08, 0.09, 0.08, 0.13, 0.06, 0.08, 0.08, 0.06, 0.09, 0.13, 0.06, 0.05, 0.08, 0.09, 0.08, 0.14, 0.13, 0.12, 0.06, 0.13, 0.14, 0.07, 0.08, 0.08, 0.06]}

***

(3)
{"formula": "C30H25ClN8O3PtS2", "method": "wB97M-V/def2-TZVPD", "charge": 2, "de_lowest_kcal_mol": 37.6, "e_tot_ha": -3197.24609, "multiplicity": 5, "orbital_gap_ev": [7.20, 4.97], "s2": 6.084, "lumo_ev": [-5.52, -7.75], "species": ["Pt", "Cl", "S", "S", "O", "O", "O", "N", "N", "N", "N", "N", "N", "N", "N", "C", "C", "C", "C", "C", "C", "C", "C", "C", "C", "C", "C", "C", "C", "C", "C", "C", "C", "C", "C", "C", "C", "C", "C", "C", "C", "C", "C", "C", "C", "H", "H", "H", "H", "H", "H", "H", "H", "H", "H", "H", "H", "H", "H", "H", "H", "H", "H", "H", "H", "H", "H", "H", "H", "H"], "xyz": [[-0.735, 0.080, -0.113], [-6.997, 1.065, -3.900], [-2.423, -0.325, 1.759], [1.574, 0.309, 2.319], [2.347, 3.057, 1.217], [-2.480, -1.166, -1.179], [0.767, 1.742, 2.067], [6.786, 0.913, -0.335], [0.679, 1.942, -0.236], [0.593, -0.646, 1.371], [-4.170, -2.214, 2.548], [-0.967, 1.012, -2.079], [1.926, -2.012, 2.554], [-2.809, -3.003, 1.090], [0.242, -2.978, 1.189], [-2.070, 1.322, -2.645], [-4.742, -1.320, -1.729], [0.630, -4.170, 1.656], [1.026, 2.606, 0.999], [-3.448, -0.654, -1.756], [-4.844, -1.284, 3.458], [2.262, 3.415, -3.247], [5.577, 0.749, 0.262], [0.906, -1.948, 1.697], [-5.668, 0.420, -3.086], [-4.524, -3.543, 2.335], [4.174, 0.914, 2.220], [2.921, 3.907, -0.970], [-3.116, -1.895, 1.769], [0.458, 1.920, -3.824], [3.092, 0.459, 1.471], [2.271, -3.199, 3.036], [3.245, 0.116, 0.136], [3.050, 3.792, 0.360], [0.191, 1.731, -2.511], [1.630, -4.344, 2.599], [-3.339, 0.606, -2.492], [-5.813, -0.795, -2.373], [4.476, 0.262, -0.466], [-4.430, 1.103, -3.138], [-3.669, -4.039, 1.425], [2.045, 3.222, -1.867], [1.008, 2.305, -1.464], [5.403, 1.064, 1.623], [1.529, 2.767, -4.200], [6.942, 0.616, -1.280], [-5.436, -0.565, 2.896], [0.108, -5.031, 1.253], [4.052, 1.160, 3.270], [3.050, 4.093, -3.547], [-2.079, 2.172, -3.328], [-3.593, -5.020, 0.991], [-4.361, 2.025, -3.703], [4.605, -0.017, -1.506], [0.360, 3.457, 1.141], [1.746, 2.921, -5.249], [3.082, -3.225, 3.755], [-5.489, -1.857, 4.117], [-5.335, -4.009, 2.868], [7.582, 1.226, 0.190], [2.406, -0.270, -0.432], [3.638, 4.575, -1.431], [-6.777, -1.286, -2.359], [-4.102, -0.751, 4.047], [-2.008, -3.054, 0.469], [-4.814, -2.244, -1.170], [1.903, -5.325, 2.961], [6.248, 1.412, 2.204], [-0.145, 1.428, -4.578], [3.853, 4.305, 0.874]], "forces_ev_per_a": [[-0.2319, -0.1425, 0.0518], [-0.1566, 0.0985, -0.1043], [0.1551, 0.4149, -0.1010], [-0.6207, 0.2901, -0.1814], [-0.0258, 0.0068, 0.0451], [0.3044, -0.3663, 0.2346], [0.1694, -0.0350, 0.1483], [-0.1948, 0.0238, 0.0593], [0.1081, 0.0312, 0.3241], [0.6144, -0.3368, 0.0915], [-0.2203, 0.0199, 0.1412], [0.4590, 0.1044, -0.0047], [0.2729, -0.2660, 0.3704], [0.2213, -0.2984, -0.3491], [-0.1300, -0.1672, 0.0223], [-0.4707, -0.3523, -0.0931], [0.1997, 0.1164, -0.0622], [-0.0827, 0.0378, -0.0880], [0.0438, -0.2791, -0.3443], [-0.1949, 0.1108, -0.1684], [0.0811, -0.1605, -0.1222], [0.0348, 0.0386, 0.0569], [0.2007, 0.0225, -0.0503], [-0.1408, 0.4486, -0.1669], [0.2190, 0.0070, 0.0713], [0.0453, 0.3099, 0.1677], [0.0971, 0.0201, 0.1038], [-0.0619, 0.0545, -0.1870], [-0.2002, 0.0564, 0.1229], [0.1454, 0.0635, -0.2993], [-0.1089, -0.1162, 0.0716], [-0.0632, -0.0169, -0.1929], [0.1571, 0.0005, -0.1875], [0.0457, 0.0045, 0.0903], [-0.3738, -0.0469, 0.5282], [0.0101, -0.0442, 0.0293], [0.4812, -0.0171, 0.2691], [0.0120, 0.1528, -0.0785], [-0.1165, -0.0513, -0.0541], [-0.4892, 0.0031, -0.1139], [0.2026, 0.1459, -0.1322], [0.0334, -0.0322, 0.0273], [-0.1012, 0.1543, 0.1013], [0.0207, 0.0411, 0.0343], [-0.1251, -0.0939, -0.0689], [-0.0012, -0.0149, -0.0025], [0.0078, -0.0017, -0.0299], [0.0051, 0.0112, -0.0091], [-0.0021, -0.0308, -0.0656], [0.0002, -0.0253, 0.0182], [-0.0588, -0.0436, -0.0830], [0.0323, 0.0320, 0.0083], [-0.0673, -0.0494, -0.0118], [0.0024, 0.0221, 0.0281], [-0.1566, 0.0643, -0.0093], [-0.0176, -0.0162, 0.0132], [-0.0142, 0.0069, -0.0002], [-0.0019, -0.0090, -0.0059], [0.0100, 0.0396, -0.0191], [0.0129, -0.0362, 0.0208], [0.0241, -0.0210, 0.0512], [-0.0098, -0.0136, -0.0057], [-0.0045, 0.0290, -0.0070], [0.0189, -0.0143, 0.0188], [-0.0281, 0.0470, 0.1489], [0.0572, 0.0087, -0.0210], [-0.0124, 0.0287, -0.0315], [-0.0238, -0.0042, -0.0238], [0.0177, 0.0402, -0.0076], [-0.0152, -0.0045, 0.0129]], "lowdin_charge": [1.01, 0.83, 0.69, 1.22, 0.02, -0.09, -0.29, 0.14, 0.08, -0.38, -0.11, -0.02, 0.05, 0.08, 0.12, -0.04, 0.06, -0.10, -0.37, -0.34, -0.01, -0.01, -0.30, -0.53, -0.62, -0.02, -0.07, 0.00, -0.71, 0.00, -0.43, -0.07, -0.07, -0.07, -0.20, -0.03, -0.09, -0.06, -0.01, -0.02, -0.04, -0.10, -0.16, -0.01, -0.02, 0.11, 0.10, 0.12, 0.13, 0.13, 0.15, 0.13, 0.13, 0.12, 0.19, 0.12, 0.13, 0.10, 0.13, 0.11, 0.10, 0.12, 0.13, 0.08, 0.12, 0.13, 0.11, 0.12, 0.13, 0.15]}

***

(4)
{"formula": "CHClN2O2S", "method": "wB97M-V/def2-TZVPD", "de_lowest_kcal_mol": 38.5, "e_tot_ha": -1156.95364, "orbital_gap_ev": 10.87, "smiles": "N#CS(=O)(=O)NCl", "lumo_ev": -0.16, "species": ["Cl", "S", "O", "O", "N", "N", "C", "H"], "xyz": [[-1.441, -1.167, 1.358], [0.237, 0.750, 0.107], [0.366, 1.080, 1.529], [0.246, 1.769, -0.849], [2.214, -1.180, -0.951], [-1.306, -0.075, 0.039], [1.423, -0.549, -0.416], [-1.740, -0.629, -0.816]], "forces_ev_per_a": [[-0.1117, -0.1811, 0.0369], [-1.6027, -1.4093, 3.6066], [0.3948, -1.2070, -3.0975], [0.2074, 0.4490, -1.4430], [0.3688, -0.5570, -0.1470], [-0.0119, -0.8005, -1.3635], [-1.1996, 1.8199, 0.6567], [1.9550, 1.8860, 1.7508]], "lowdin_charge": [0.60, 0.55, -0.32, -0.25, 0.14, -0.60, -0.25, 0.13]}

***

(5)
{"formula": "C4H11NO2", "method": "wB97M-V/def2-TZVPD", "de_lowest_kcal_mol": 4.7, "e_tot_ha": -364.26065, "orbital_gap_ev": 9.76, "smiles": "CC(C)C(N)=O.O", "lumo_ev": 0.47, "species": ["O", "O", "N", "C", "C", "C", "C", "H", "H", "H", "H", "H", "H", "H", "H", "H", "H", "H"], "xyz": [[-3.152, 0.686, 0.054], [2.178, 1.259, 1.237], [0.099, 1.585, 0.419], [0.738, -0.606, -1.504], [0.428, -1.423, 0.893], [1.261, -0.555, -0.061], [1.247, 0.872, 0.565], [2.294, -0.891, -0.048], [0.731, -1.244, 1.920], [-0.069, 2.484, 0.831], [0.026, 0.181, -1.730], [-3.309, 1.288, 0.790], [-0.636, 1.140, -0.097], [-3.528, 1.007, -0.757], [0.223, -1.558, -1.659], [0.607, -2.476, 0.668], [-0.638, -1.234, 0.759], [1.499, -0.515, -2.277]], "forces_ev_per_a": [[0.7551, -0.6860, 0.6301], [0.3334, 0.2452, 0.1052], [-0.1378, -0.7072, -0.6185], [-0.2290, -0.3975, -0.0060], [0.2485, -0.2881, -0.4750], [-0.4903, 0.9840, -0.0076], [0.3634, -0.4263, 0.1146], [0.0974, 0.1477, 0.1960], [-0.1179, 0.0201, 0.1603], [0.3080, -0.0153, 0.1658], [-0.2583, 0.0967, 0.0866], [-0.2410, 0.1305, -0.4618], [-0.4320, 0.2370, 0.0506], [-0.4317, 0.5674, -0.2002], [0.0542, 0.0530, -0.1253], [-0.0605, -0.0216, 0.0215], [-0.0375, 0.0840, 0.1575], [0.2759, -0.0235, 0.2061]], "lowdin_charge": [-0.05, 0.05, 0.17, -0.06, -0.07, -0.32, -0.53, 0.13, 0.08, 0.11, 0.06, 0.04, 0.06, 0.03, 0.08, 0.08, 0.08, 0.08]}

***

Q: Which formula does entry 5 have?
A: C4H11NO2

***

Q: Number 2 is which compound?
A: C20H55N5O5